A.
A cluster of 11 separate species, C6H35NO10 in total. Source: OMol25; level of theory: ωB97M-V with the def2-TZVPD basis set.

CARTESIAN COORDINATES (ANGSTROEM)
C  0.54166  1.53619  1.41883
C  -0.17564  0.53777  2.19376
N  -0.25270  -0.95662  1.64086
C  0.45268  -1.03139  0.32775
C  0.14490  -2.48224  -0.16697
C  1.11404  -3.50413  0.76620
C  0.50790  -2.54025  -1.62811
H  0.59700  2.60273  1.74393
H  0.04435  1.78080  0.41860
H  1.49653  1.09304  1.30260
H  0.20986  0.43665  3.24959
H  -1.11276  0.98135  2.51770
H  -1.20704  -1.19071  1.69273
H  0.09575  -0.21094  -0.27394
H  1.55816  -0.69294  0.43938
H  -0.82256  -2.91982  0.00309
H  1.16947  -4.40650  0.15048
H  2.13218  -3.24012  0.98670
H  0.55469  -3.43574  1.70640
H  0.96017  -3.43793  -1.80759
H  1.14154  -1.64052  -1.86778
H  -0.36493  -2.21553  -2.17606
O  -2.55407  -1.58186  -0.38701
H  -3.01323  -2.44431  -0.44923
H  -3.00512  -0.95217  -0.96008
O  2.56872  -0.44955  2.97280
H  1.89951  0.31695  3.01951
H  1.95256  -1.16972  2.70955
O  0.85584  1.57424  -2.00071
H  1.22025  0.96333  -1.35326
H  1.49874  1.71526  -2.66281
O  -4.00794  2.05135  -0.29942
H  -3.63549  1.39387  -1.04399
H  -3.67184  1.68480  0.44593
O  3.82386  1.33102  1.05298
H  3.81701  0.70566  1.79014
H  3.74776  2.25078  1.49334
O  -1.64699  1.49322  -2.69644
H  -0.71856  1.70253  -2.56271
H  -2.17155  2.24872  -2.56358
O  -3.14303  -0.53387  2.33294
H  -3.56610  -1.18699  1.86170
H  -3.81568  0.12113  2.50475
O  -3.09418  -0.93267  -2.71190
H  -2.93751  -0.02127  -2.74419
H  -3.03398  -1.30772  -3.52217
O  2.23650  3.55804  -0.00047
H  1.71163  3.25100  -0.69737
H  1.55251  4.17463  0.51352
O  3.07426  0.32019  -1.88100
H  3.30417  -0.17895  -2.67749
H  3.76431  0.18847  -1.19636

SMILES string ... CCNCC(C)C.O.O.O.O.O.O.O.O.O.O
HOMO-LUMO gap ... 8.56 eV

B.
A cluster of 11 separate species, C6H35NO10 in total. Source: OMol25; level of theory: ωB97M-V with the def2-TZVPD basis set.

CARTESIAN COORDINATES (ANGSTROEM)
C  2.21671  2.98834  -0.67590
N  1.52137  2.37205  0.49352
C  1.17690  0.92029  0.21555
C  2.36074  0.04409  -0.06210
C  0.33516  0.50273  1.45752
C  -0.83223  -0.42886  1.22071
C  1.20305  -0.01443  2.62574
H  2.38038  4.05090  -0.47544
H  1.63456  2.75736  -1.59223
H  3.14566  2.45514  -0.85680
H  2.16048  2.33244  1.27776
H  0.58612  1.01296  -0.70316
H  3.28610  0.24059  0.50799
H  2.18551  -1.05364  -0.01568
H  2.80157  0.36612  -1.01415
H  -0.07430  1.45444  1.78750
H  -0.63636  -1.44064  0.85763
H  -1.63753  -0.56729  1.93001
H  -1.39328  -0.20784  0.27055
H  0.64450  -0.49365  3.39946
H  1.73924  0.86723  3.06922
H  2.06161  -0.55379  2.18930
O  -1.18315  0.48450  -2.74293
H  -1.96683  1.04944  -2.61852
H  -1.49053  -0.41361  -2.51309
O  -3.20121  1.07280  1.86047
H  -3.33678  0.97950  0.91237
H  -2.63071  1.85509  1.90886
O  -0.87551  -2.71507  3.78946
H  -0.53875  -3.36662  3.16169
H  -1.35915  -2.02530  3.33119
O  -1.14900  3.42062  1.02928
H  -0.35625  2.95748  1.32865
H  -1.21763  4.19515  0.48318
O  -0.22742  -4.73475  1.31746
H  -0.96396  -4.55551  0.72397
H  0.52642  -4.61947  0.72833
O  -2.35283  -1.83508  -1.60004
H  -2.06993  -2.62970  -2.05929
H  -3.29356  -1.84154  -1.40934
O  -0.08474  -3.27625  -1.19775
H  -0.00910  -3.81836  -1.99295
H  0.75411  -2.76636  -1.20320
O  1.28048  0.47452  -3.22037
H  0.70711  0.31233  -3.99566
H  0.45423  0.54598  -2.64363
O  -3.11350  2.32346  -1.00000
H  -3.40595  3.20606  -1.26362
H  -2.38169  2.58957  -0.41026
O  2.05040  -1.87184  -2.26445
H  1.72599  -0.97523  -2.56541
H  2.84348  -1.62632  -1.78137

SMILES string ... CN[C@@H](C)C(C)C.O.O.O.O.O.O.O.O.O.O
HOMO-LUMO gap ... 9.50 eV

Most stable of them? B.

A.
An isolated molecule of C3H7NS2. Source: OMol25; level of theory: ωB97M-V with the def2-TZVPD basis set.

CARTESIAN COORDINATES (ANGSTROEM)
C  3.09407  -0.37908  0.09774
N  1.76846  0.07035  -0.33287
C  0.68762  -0.73892  0.18738
C  -0.69486  -0.11693  0.03298
S  -2.03378  -1.04619  -0.05031
S  -0.77665  1.61622  0.04838
H  3.27425  -1.42258  -0.12291
H  3.88123  0.22449  -0.34605
H  3.17137  -0.22744  1.19043
H  1.72620  0.07595  -1.36371
H  0.84329  -0.86468  1.27710
H  0.62275  -1.75844  -0.24129
H  0.54760  1.76932  0.05884

SMILES string ... CNCC(=S)S
HOMO-LUMO gap ... 8.58 eV

B.
An isolated molecule of C3H7NS2. Source: OMol25; level of theory: ωB97M-V with the def2-TZVPD basis set.

CARTESIAN COORDINATES (ANGSTROEM)
C  0.65576  -1.27800  0.70672
C  -0.06058  0.04406  0.85080
N  -0.55187  0.65110  -0.37658
S  -2.21631  0.48278  -0.80386
C  0.21566  1.41286  -1.06702
S  1.82279  1.74281  -0.85501
H  1.53394  -1.03836  0.17387
H  0.11423  -2.00726  0.16493
H  0.98073  -1.69070  1.69142
H  0.73810  0.67279  1.16802
H  -0.85647  -0.00347  1.62171
H  -2.14183  -0.72378  -1.31253
H  -0.23414  1.73515  -1.96246

SMILES string ... CCN(S)C=S
HOMO-LUMO gap ... 8.85 eV

C.
An isolated molecule of C3H7NS2. Source: OMol25; level of theory: ωB97M-V with the def2-TZVPD basis set.

CARTESIAN COORDINATES (ANGSTROEM)
C  -0.12324  2.00728  -1.53727
S  0.69081  0.58360  -0.78879
C  -0.59260  -0.07346  0.19280
S  -2.09669  0.54388  0.34664
C  -0.18082  -1.34554  0.91291
N  1.25494  -1.54333  0.95968
H  -0.45516  2.69873  -0.78847
H  -0.98329  1.71061  -2.11147
H  0.63421  2.46880  -2.20519
H  -0.60800  -2.15450  0.35340
H  -0.70057  -1.32561  1.89731
H  1.47188  -2.53400  1.05311
H  1.68852  -1.03645  1.71534

SMILES string ... CSC(=S)CN
HOMO-LUMO gap ... 8.66 eV

D.
An isolated molecule of C3H7NS2. Source: OMol25; level of theory: ωB97M-V with the def2-TZVPD basis set.

CARTESIAN COORDINATES (ANGSTROEM)
N  -0.90439  1.61741  -0.23935
C  0.01090  0.77250  0.49019
C  -0.27913  -0.69493  0.55815
S  -1.86491  -1.34993  -0.03838
C  0.73264  -0.20844  -0.41911
S  2.43267  -0.81977  0.02484
H  -1.44430  2.27685  0.33958
H  -1.58860  1.02352  -0.67321
H  0.70737  1.20436  1.20658
H  0.08062  -1.21417  1.49458
H  -1.40327  -2.53345  -0.50928
H  0.48580  -0.16159  -1.47461
H  3.03461  0.08764  -0.75999

SMILES string ... NC1[C@@H](S)[C@@H]1S
HOMO-LUMO gap ... 9.48 eV

Most stable of them? C.

A.
A structure of composition C4H12NO3. Source: OMol25; level of theory: ωB97M-V with the def2-TZVPD basis set.

CARTESIAN COORDINATES (ANGSTROEM)
C  0.20376  -1.06990  -0.43129
O  1.20210  -0.12263  -0.48843
C  -1.20090  -0.32956  -0.65995
C  -1.62299  0.24399  0.63055
C  -0.90708  1.71403  0.77947
O  0.45621  1.75262  0.73764
N  -2.04065  -1.27484  -1.48166
H  0.29926  -1.78351  -1.23936
H  0.08256  -1.53543  0.55784
H  -1.05813  0.53700  -1.34170
H  -2.63563  0.54513  0.92903
H  -1.27798  -0.25720  1.56723
H  -1.33435  2.31285  -0.05324
H  -1.21571  2.01033  1.80335
H  0.79632  0.85744  0.26307
H  -2.82110  -1.69893  -0.99458
H  -1.45840  -2.03237  -1.80306
H  2.40869  -0.44704  0.34244
H  3.73502  0.14522  0.62180
O  3.35284  -0.73575  0.71443

HOMO-LUMO gap ... 8.34 eV
Total charge ... -1

B.
A cluster of 2 separate species, C4H12NO3 in total. Source: OMol25; level of theory: ωB97M-V with the def2-TZVPD basis set.

CARTESIAN COORDINATES (ANGSTROEM)
C  -0.45430  0.65535  -0.24101
C  -1.72129  0.39936  -1.09770
C  -2.82225  -0.26713  -0.23835
O  -2.30321  -1.54804  0.19683
N  0.37866  -0.54701  0.16218
C  1.23274  -0.33676  1.37682
O  2.37495  0.36953  1.23315
H  -0.55632  1.19872  0.69767
H  0.16446  1.23955  -0.95213
H  -1.28234  -0.22939  -1.86969
H  -2.11988  1.32734  -1.53151
H  -3.76113  -0.64123  -0.66556
H  -3.02149  0.42458  0.59604
H  -1.34628  -1.45061  0.49798
H  0.94512  -0.72240  -0.66159
H  1.49427  -1.39292  1.63412
H  0.54163  0.10878  2.11997
H  2.53025  0.72902  -0.30613
H  2.15152  1.68509  -1.42903
O  2.83908  1.05074  -1.23418

HOMO-LUMO gap ... 7.12 eV
Total charge ... -1

Most stable of them? B.